{
  "formula": "C45H92BF4N5O4",
  "method": "ωB97M-V/def2-TZVPD",
  "total_charge": 3,
  "relative_energy_ev": 0.382,
  "spin_multiplicity": 2,
  "energy_ev": -75312.1127,
  "elements": ["C", "C", "C", "C", "N", "C", "C", "C", "C", "C", "H", "H", "H", "H", "H", "H", "H", "H", "H", "H", "H", "H", "H", "H", "H", "H", "H", "H", "H", "H", "C", "C", "C", "C", "C", "C", "N", "O", "C", "C", "C", "H", "H", "H", "H", "H", "H", "H", "H", "H", "H", "H", "H", "H", "H", "H", "H", "H", "H", "C", "C", "C", "C", "C", "C", "N", "O", "C", "C", "C", "H", "H", "H", "H", "H", "H", "H", "H", "H", "H", "H", "H", "H", "H", "H", "H", "H", "H", "C", "C", "C", "C", "C", "C", "N", "O", "C", "C", "C", "H", "H", "H", "H", "H", "H", "H", "H", "H", "H", "H", "H", "H", "H", "H", "H", "H", "H", "C", "C", "C", "C", "C", "C", "N", "O", "C", "C", "C", "H", "H", "H", "H", "H", "H", "H", "H", "H", "H", "H", "H", "H", "H", "H", "H", "H", "H", "B", "F", "F", "F", "F"],
  "xyz": [[1.22888, -6.23655, 5.95854], [-0.08641, -5.87589, 5.28503], [-0.07980, -4.58936, 4.45423], [0.71118, -4.75306, 3.10882], [0.32270, -3.80530, 1.97097], [-1.03184, -4.22820, 1.38663], [-0.84177, -3.98044, -0.14729], [0.62098, -4.41720, -0.39654], [1.32445, -3.88995, 0.75629], [0.08295, -2.31337, 2.50738], [2.07800, -6.16460, 5.27889], [1.15000, -7.23243, 6.39455], [1.38930, -5.60049, 6.82906], [-0.83298, -5.81571, 6.07694], [-0.24376, -6.68709, 4.57418], [0.27247, -3.69658, 4.97090], [-1.15800, -4.51107, 4.31474], [0.64982, -5.77874, 2.74506], [1.77741, -4.58290, 3.25812], [-1.88134, -3.77579, 1.89825], [-1.16364, -5.28869, 1.60135], [-0.89138, -2.91912, -0.39069], [-1.50478, -4.55771, -0.79172], [0.95973, -3.98215, -1.33680], [0.65595, -5.50606, -0.43197], [1.40981, -2.83116, 0.51176], [2.21436, -4.38498, 1.14502], [-0.75426, -2.28045, 3.20459], [-0.08385, -1.70132, 1.62100], [0.96020, -1.97649, 3.05968], [2.91535, 4.80231, -1.16504], [2.10058, 3.46560, -1.28144], [2.95554, 2.17213, -0.92365], [3.41882, 2.14311, 0.52673], [2.22774, 2.08475, 1.51452], [1.15331, 3.15737, 1.19618], [0.91644, 3.45137, -0.32459], [-0.13685, 4.29440, -0.74144], [1.44820, 4.45595, 1.94723], [-0.24215, 2.55650, 1.65198], [1.60303, 3.34282, -2.80797], [3.97526, 4.57030, -1.26926], [2.74784, 5.36935, -0.24934], [2.62917, 5.53680, -1.91785], [3.80628, 2.13829, -1.60425], [2.41493, 1.24157, -1.09655], [4.05299, 3.01786, 0.67075], [4.15019, 1.34809, 0.67210], [2.49142, 2.09168, 2.57212], [1.74906, 1.11371, 1.38779], [2.52150, 4.61005, 2.05856], [1.10641, 4.38029, 2.97949], [1.07770, 5.37471, 1.49259], [-0.09732, 2.22881, 2.68142], [-0.58761, 1.67752, 1.10778], [-1.05031, 3.28732, 1.68150], [2.54432, 3.29418, -3.35542], [0.95186, 4.15429, -3.13293], [0.93213, 2.50862, -3.01318], [-3.22047, -0.00711, 2.33629], [-4.05542, 1.13918, 2.95952], [-5.53032, 0.67387, 3.09807], [-6.36303, 1.73838, 3.94271], [-5.69399, 1.84118, 5.33078], [-4.31033, 2.23831, 5.52258], [-3.51229, 1.58937, 4.38165], [-2.09538, 1.73014, 4.53931], [-3.87126, 1.79590, 6.93567], [-4.29254, 3.76494, 5.36230], [-3.98830, 2.32610, 1.99566], [-3.78322, -0.37378, 1.47783], [-3.03830, -0.87638, 2.96818], [-2.18323, 0.19658, 2.07030], [-5.47430, -0.30638, 3.57143], [-5.94698, 0.54008, 2.09978], [-7.39386, 1.39090, 4.01167], [-6.42555, 2.69169, 3.41794], [-5.85710, 0.84711, 5.74710], [-6.33163, 2.49791, 5.92258], [-4.52357, 2.23865, 7.68837], [-2.89617, 2.20852, 7.19458], [-3.83416, 0.70696, 6.96637], [-3.27023, 4.08220, 5.56805], [-4.88795, 4.35752, 6.05688], [-4.45779, 4.10989, 4.34161], [-4.27851, 3.30422, 2.37929], [-4.75777, 2.15908, 1.24193], [-3.00836, 2.37574, 1.52094], [3.33154, -1.18714, -2.85579], [4.79279, -1.54827, -3.28460], [5.65794, -0.29355, -3.13541], [7.17653, -0.61814, -3.33154], [7.62633, -1.99356, -2.93863], [6.69307, -2.73209, -1.87907], [5.20983, -2.65427, -2.31875], [4.28618, -3.48970, -1.66560], [6.94731, -2.14643, -0.53127], [7.13426, -4.23423, -1.91346], [4.91865, -1.99336, -4.74870], [2.58317, -1.94157, -3.09842], [3.00845, -0.28218, -3.37034], [3.30500, -0.99528, -1.78313], [5.45866, 0.17114, -2.16978], [5.27406, 0.56270, -3.69001], [7.64761, 0.04193, -2.60319], [7.56673, -0.27258, -4.28885], [8.63591, -1.92040, -2.53430], [7.79665, -2.70686, -3.74504], [6.69564, -2.84857, 0.26356], [6.35841, -1.24165, -0.38074], [8.00692, -2.07318, -0.28640], [8.19625, -4.24290, -1.66810], [7.02837, -4.65959, -2.91143], [6.72870, -4.92239, -1.17181], [4.20869, -2.73250, -5.11982], [5.85528, -2.52335, -4.92171], [4.84385, -1.16829, -5.45706], [-1.83575, 0.21787, -4.46604], [-2.59439, 1.47315, -5.01424], [-3.89544, 1.01451, -5.76489], [-4.98263, 0.41873, -4.90417], [-5.47470, 1.62848, -3.90111], [-4.29544, 2.14346, -3.03761], [-2.98529, 2.30707, -3.86188], [-1.98901, 2.96008, -3.15342], [-4.03456, 1.23857, -1.75134], [-4.71575, 3.50704, -2.58303], [-1.71223, 2.34514, -5.96956], [-1.73266, -0.49043, -5.28810], [-2.23402, -0.30980, -3.59941], [-0.82200, 0.48932, -4.17156], [-3.61756, 0.29933, -6.53910], [-4.26920, 1.89510, -6.28734], [-4.58761, -0.39898, -4.30134], [-5.83280, 0.17884, -5.54274], [-6.24055, 1.14878, -3.29163], [-5.99534, 2.44946, -4.39409], [-4.87344, 1.21505, -1.05576], [-3.12537, 1.62855, -1.29376], [-3.82291, 0.21878, -2.07281], [-4.66791, 4.19283, -3.42890], [-3.97912, 3.94828, -1.91161], [-5.72875, 3.67829, -2.21887], [-2.21282, 3.22549, -6.37268], [-1.58873, 1.75322, -6.87647], [-0.70615, 2.56835, -5.61451], [-0.04517, -0.32660, -1.04927], [0.95524, -0.76080, -0.21941], [-0.01810, 0.98763, -1.18816], [0.16231, -0.98794, -2.20857], [-1.22305, -0.69814, -0.45135]],
  "lowdin_spin": [0.000, 0.000, 0.000, 0.000, 0.000, 0.000, 0.000, 0.000, 0.000, 0.000, 0.000, 0.000, 0.000, 0.000, 0.000, 0.000, 0.000, 0.000, 0.000, 0.000, 0.000, 0.000, 0.000, 0.000, 0.000, 0.000, 0.000, 0.000, 0.000, 0.000, 0.018, 0.018, 0.001, 0.000, -0.001, 0.018, 0.430, 0.485, 0.014, 0.004, 0.002, 0.001, 0.000, 0.002, 0.000, 0.000, 0.000, 0.000, 0.000, 0.000, 0.000, 0.002, 0.001, 0.000, 0.000, -0.001, 0.000, -0.001, 0.000, 0.000, 0.000, 0.000, 0.000, 0.000, 0.000, -0.002, 0.003, 0.000, 0.000, 0.000, 0.000, 0.000, 0.000, 0.000, 0.000, 0.000, 0.000, 0.000, 0.000, 0.000, 0.000, 0.000, 0.000, 0.000, 0.000, 0.000, 0.000, 0.000, 0.000, 0.000, 0.000, 0.000, 0.000, 0.000, 0.000, 0.000, 0.000, 0.000, 0.000, 0.000, 0.000, 0.000, 0.000, 0.000, 0.000, 0.000, 0.000, 0.000, 0.000, 0.000, 0.000, 0.000, 0.000, 0.000, 0.000, 0.000, 0.000, 0.000, 0.000, 0.000, 0.000, 0.000, 0.000, 0.001, -0.001, 0.000, 0.000, 0.000, 0.000, 0.000, 0.000, 0.000, 0.000, 0.000, 0.000, 0.000, 0.000, 0.000, 0.000, 0.000, 0.000, 0.000, 0.000, 0.000, 0.000, 0.000, 0.000, 0.000, 0.006, 0.000, 0.000]
}